Here is a cluster of 12 separate species, C52H135N7O24 in total from the OMol25 dataset. Energies are from ωB97M-V with the def2-TZVPD basis set.

Last columns: bonded neighbours and bond lengths (Å).
CARTESIAN COORDINATES (ANGSTROEM)
1 C 2.2612 -5.9629 8.6103  C2 1.546, O4 1.408, H5 1.090, H6 1.090
2 C 3.7758 -5.7924 8.3537  C1 1.546, O3 1.402, H7 1.090, H8 1.090
3 O 4.0017 -5.4546 7.0118  C2 1.402, H9 0.960
4 O 1.8281 -7.0945 7.8937  C1 1.408, H10 0.960
5 H 1.7727 -5.0655 8.2306  C1 1.090
6 H 1.8994 -6.0827 9.6315  C1 1.090
7 H 4.2901 -6.7429 8.4960  C2 1.090
8 H 4.2924 -5.1423 9.0598  C2 1.090
9 H 3.5354 -6.0540 6.4245  O3 0.960
10 H 1.8834 -6.8628 6.9638  O4 0.960
11 C -0.6566 -8.8519 1.9581  C12 1.607, O14 1.405, H15 1.090, H16 1.090
12 C 0.6608 -8.3624 1.1780  C11 1.607, O13 1.423, H17 1.090, H18 1.090
13 O 1.5956 -8.0250 2.1969  C12 1.423, H19 0.960
14 O -1.3473 -7.6698 2.2725  C11 1.405, H20 0.960
15 H -0.3073 -9.3839 2.8430  C11 1.090
16 H -1.2510 -9.5090 1.3233  C11 1.090
17 H 0.3636 -7.4880 0.5989  C12 1.090
18 H 0.9822 -9.1201 0.4633  C12 1.090
19 H 2.4401 -7.8775 1.7648  O13 0.960
20 H -2.1858 -7.9212 2.6664  O14 0.960
21 C 0.9960 -1.0346 2.7790  C22 1.571, O24 1.411, H25 1.090, H26 1.090
22 C -0.1604 -1.3814 3.7839  C21 1.571, O23 1.403, H27 1.090, H28 1.090
23 O -0.4005 -0.4180 4.7753  C22 1.403, H29 0.960
24 O 0.8518 0.2646 2.2479  C21 1.411, H30 0.960
25 H 0.9478 -1.7939 1.9985  C21 1.090
26 H 2.0025 -1.1041 3.1916  C21 1.090
27 H -0.0050 -2.3121 4.3295  C22 1.090
28 H -1.0640 -1.5097 3.1879  C22 1.090
29 H -1.2945 -0.5804 5.0851  O23 0.960
30 H 1.7379 0.6339 2.2390  O24 0.960
31 C -0.2350 6.2912 7.3021  C32 1.540, O34 1.400, H35 1.090, H36 1.090
32 C 0.8733 6.3612 6.2353  C31 1.540, O33 1.424, H37 1.090, H38 1.090
33 O 1.3803 5.0428 6.0554  C32 1.424, H39 0.960
34 O 0.2679 6.0510 8.5859  C31 1.400, H40 0.960
35 H -0.9440 5.4783 7.1455  C31 1.090
36 H -0.7911 7.2285 7.3196  C31 1.090
37 H 1.5924 7.0107 6.7346  C32 1.090
38 H 0.2962 6.8562 5.4544  C32 1.090
39 H 0.6901 4.4079 5.8501  O33 0.960
40 H 0.9045 5.3326 8.6013  O34 0.960
41 C -5.6933 0.6250 9.7818  C42 1.499, O44 1.415, H45 1.090, H46 1.090
42 C -6.4756 1.9031 9.7977  C41 1.499, O43 1.447, H47 1.090, H48 1.090
43 O -7.8694 1.5300 9.9027  C42 1.447, H49 0.960
44 O -5.7640 -0.0018 8.5147  C41 1.415, H50 0.960
45 H -5.9598 -0.2046 10.4367  C41 1.090
46 H -4.6498 0.8952 9.9437  C41 1.090
47 H -6.3583 2.5001 8.8933  C42 1.090
48 H -6.2298 2.5049 10.6726  C42 1.090
49 H -8.0164 1.0613 9.0778  O43 0.960
50 H -6.3235 -0.7751 8.6175  O44 0.960
51 C -10.8524 -4.0476 2.7431  O52 1.401, H60 1.090, H61 1.090, H62 1.090
52 O -11.8597 -4.9871 2.9989  C51 1.401, C53 1.442
53 C -12.8580 -5.1946 1.9793  O52 1.442, C54 1.525, H63 1.090, H64 1.090
54 C -13.4809 -6.5831 2.0730  C53 1.525, N55 1.491, H65 1.090, H66 1.090
55 N -14.4497 -6.6665 3.2037  C54 1.491, C56 1.445, H67 1.010
56 C -15.0971 -7.9574 3.1641  N55 1.445, C57 1.554, H68 1.090, H69 1.090
57 C -16.3994 -7.9581 4.0113  C56 1.554, O58 1.484, H70 1.090, H71 1.090
58 O -17.2351 -6.9023 3.3869  C57 1.484, C59 1.419
59 C -18.4236 -6.6926 4.1333  O58 1.419, H72 1.090, H73 1.090, H74 1.090
60 H -10.2626 -4.2666 1.8529  C51 1.090
61 H -10.0139 -4.2247 3.4166  C51 1.090
62 H -11.1267 -2.9959 2.8261  C51 1.090
63 H -12.4459 -5.1217 0.9729  C53 1.090
64 H -13.5490 -4.3543 2.0465  C53 1.090
65 H -12.7303 -7.3715 2.0175  C54 1.090
66 H -14.0373 -6.8344 1.1700  C54 1.090
67 H -15.2101 -6.0365 2.9914  N55 1.010
68 H -14.4843 -8.7747 3.5445  C56 1.090
69 H -15.4615 -8.2812 2.1892  C56 1.090
70 H -16.2384 -7.7413 5.0673  C57 1.090
71 H -16.7970 -8.9710 3.9465  C57 1.090
72 H -19.1933 -7.4571 4.0272  C59 1.090
73 H -18.9365 -5.7968 3.7834  C59 1.090
74 H -18.2573 -6.5684 5.2034  C59 1.090
75 C 7.2939 2.9577 -12.1942  O76 1.416, H84 1.090, H85 1.090, H86 1.090
76 O 6.2690 2.7973 -11.2303  C75 1.416, C77 1.457
77 C 4.9359 2.6600 -11.8016  O76 1.457, C78 1.608, H87 1.090, H88 1.090
78 C 3.8740 2.1297 -10.7166  C77 1.608, N79 1.499, H89 1.090, H90 1.090
79 N 3.8357 3.1017 -9.5758  C78 1.499, C80 1.429, H91 1.010
80 C 3.0516 2.6136 -8.4859  N79 1.429, C81 1.482, H92 1.090, H93 1.090
81 C 3.6066 2.9846 -7.1623  C80 1.482, O82 1.369, H94 1.090, H95 1.090
82 O 4.9341 2.6532 -7.1210  C81 1.369, C83 1.381
83 C 5.6829 3.1437 -6.0694  O82 1.381, H96 1.090, H97 1.090, H98 1.090
84 H 7.1942 3.9228 -12.6908  C75 1.090
85 H 7.2811 2.1505 -12.9266  C75 1.090
86 H 8.2076 3.0538 -11.6076  C75 1.090
87 H 4.9303 1.9293 -12.6104  C77 1.090
88 H 4.7103 3.6300 -12.2446  C77 1.090
89 H 4.1738 1.1482 -10.3494  C78 1.090
90 H 2.9412 2.0363 -11.2728  C78 1.090
91 H 4.7676 3.2740 -9.2265  N79 1.010
92 H 2.8281 1.5569 -8.6323  C80 1.090
93 H 2.0716 3.0898 -8.5176  C80 1.090
94 H 2.9979 2.4320 -6.4467  C81 1.090
95 H 3.4533 4.0489 -6.9833  C81 1.090
96 H 6.6000 2.5679 -5.9450  C83 1.090
97 H 5.0877 3.0424 -5.1619  C83 1.090
98 H 5.9119 4.1913 -6.2648  C83 1.090
99 C 8.2659 -5.8121 -3.3787  O100 1.430, H108 1.090, H109 1.090, H110 1.090
100 O 7.3244 -6.2174 -2.3811  C99 1.430, C101 1.422
101 C 7.0688 -5.2742 -1.3476  O100 1.422, C102 1.540, H111 1.090, H112 1.090
102 C 8.1367 -5.1174 -0.2488  C101 1.540, N103 1.500, H113 1.090, H114 1.090
103 N 8.7231 -6.4718 0.0174  C102 1.500, C104 1.478, H115 1.010
104 C 9.7943 -6.3177 1.0234  N103 1.478, C105 1.513, H116 1.090, H117 1.090
105 C 10.2447 -7.7003 1.4399  C104 1.513, O106 1.426, H118 1.090, H119 1.090
106 O 11.3972 -7.5007 2.2548  C105 1.426, C107 1.404
107 C 11.8910 -8.6748 2.8449  O106 1.404, H120 1.090, H121 1.090, H122 1.090
108 H 8.3408 -6.4129 -4.2851  C99 1.090
109 H 9.1700 -5.8076 -2.7698  C99 1.090
110 H 8.0137 -4.8028 -3.7040  C99 1.090
111 H 6.1879 -5.6281 -0.8120  C101 1.090
112 H 6.7847 -4.3040 -1.7551  C101 1.090
113 H 7.7299 -4.5827 0.6095  C102 1.090
114 H 8.8653 -4.4964 -0.7699  C102 1.090
115 H 9.1371 -6.8359 -0.8288  N103 1.010
116 H 9.5230 -5.7804 1.9321  C104 1.090
117 H 10.5813 -5.8135 0.4625  C104 1.090
118 H 10.4622 -8.3522 0.5938  C105 1.090
119 H 9.5258 -8.1687 2.1121  C105 1.090
120 H 12.7191 -8.5060 3.5333  C107 1.090
121 H 12.1399 -9.3779 2.0501  C107 1.090
122 H 11.2081 -9.2359 3.4827  C107 1.090
123 C -1.3047 -5.0745 -4.0809  O124 1.385, H132 1.090, H133 1.090, H134 1.090
124 O -1.0318 -6.1510 -4.9085  C123 1.385, C125 1.390
125 C -0.3025 -6.0555 -6.0873  O124 1.390, C126 1.538, H135 1.090, H136 1.090
126 C 0.1235 -7.4641 -6.5334  C125 1.538, N127 1.512, H137 1.090, H138 1.090
127 N -1.0697 -8.2626 -7.0082  C126 1.512, C128 1.449, H139 1.010
128 C -0.6432 -9.6035 -7.3524  N127 1.449, C129 1.575, H140 1.090, H141 1.090
129 C 0.1507 -10.4646 -6.2992  C128 1.575, O130 1.442, H142 1.090, H143 1.090
130 O -0.7997 -10.8114 -5.2721  C129 1.442, C131 1.402
131 C -0.3140 -11.6551 -4.2631  O130 1.402, H144 1.090, H145 1.090, H146 1.090
132 H -0.4296 -4.4405 -3.9383  C123 1.090
133 H -1.6918 -5.4100 -3.1188  C123 1.090
134 H -2.0861 -4.4799 -4.5542  C123 1.090
135 H 0.5758 -5.4384 -5.8979  C125 1.090
136 H -0.9113 -5.5576 -6.8419  C125 1.090
137 H 0.5578 -7.9073 -5.6373  C126 1.090
138 H 0.9529 -7.4750 -7.2405  C126 1.090
139 H -1.6183 -8.2362 -6.1606  N127 1.010
140 H -0.0526 -9.5239 -8.2650  C128 1.090
141 H -1.5039 -10.2179 -7.6164  C128 1.090
142 H 1.0117 -9.9624 -5.8581  C129 1.090
143 H 0.4491 -11.3836 -6.8036  C129 1.090
144 H -0.6943 -11.4657 -3.2593  C131 1.090
145 H 0.7330 -11.4292 -4.0610  C131 1.090
146 H -0.4709 -12.7116 -4.4804  C131 1.090
147 C 1.2637 10.1723 -2.0873  O148 1.412, H156 1.090, H157 1.090, H158 1.090
148 O 2.3157 11.0323 -2.4696  C147 1.412, C149 1.403
149 C 1.8175 12.1550 -3.1485  O148 1.403, C150 1.494, H159 1.090, H160 1.090
150 C 2.7322 13.3176 -2.9385  C149 1.494, N151 1.436, H161 1.090, H162 1.090
151 N 4.0717 13.1717 -3.4345  C150 1.436, C152 1.477, H163 1.010
152 C 4.9038 14.3468 -3.1040  N151 1.477, C153 1.548, H164 1.090, H165 1.090
153 C 4.9013 15.4308 -4.2090  C152 1.548, O154 1.437, H166 1.090, H167 1.090
154 O 3.6607 16.1526 -4.2799  C153 1.437, C155 1.391
155 C 3.2026 16.9494 -3.2353  O154 1.391, H168 1.090, H169 1.090, H170 1.090
156 H 1.6431 9.4801 -1.3356  C147 1.090
157 H 0.8177 9.7080 -2.9668  C147 1.090
158 H 0.5251 10.7722 -1.5555  C147 1.090
159 H 0.8619 12.5928 -2.8600  C149 1.090
160 H 1.6749 12.0085 -4.2191  C149 1.090
161 H 2.6586 13.6901 -1.9168  C150 1.090
162 H 2.3257 14.1223 -3.5512  C150 1.090
163 H 4.2882 12.9250 -4.3897  N151 1.010
164 H 5.9469 14.0369 -3.0406  C152 1.090
165 H 4.5599 14.7881 -2.1685  C152 1.090
166 H 5.0564 14.9942 -5.1957  C153 1.090
167 H 5.7106 16.1557 -4.1212  C153 1.090
168 H 3.3563 16.4467 -2.2805  C155 1.090
169 H 2.1615 17.2663 -3.2976  C155 1.090
170 H 3.7833 17.8699 -3.1748  C155 1.090
171 C 9.4146 1.4661 4.1552  O172 1.468, H180 1.090, H181 1.090, H182 1.090
172 O 7.9789 1.7683 4.1934  C171 1.468, C173 1.457
173 C 7.5301 1.9524 5.5673  O172 1.457, C174 1.530, H183 1.090, H184 1.090
174 C 7.7996 3.3553 6.1156  C173 1.530, N175 1.449, H185 1.090, H186 1.090
175 N 6.9745 3.6952 7.2578  C174 1.449, C176 1.472, H187 1.010
176 C 7.3302 2.9272 8.4624  N175 1.472, C177 1.531, H188 1.090, H189 1.090
177 C 6.2026 3.0743 9.4882  C176 1.531, O178 1.406, H190 1.090, H191 1.090
178 O 5.0288 2.4832 8.9887  C177 1.406, C179 1.436
179 C 4.9163 1.0721 9.2282  O178 1.436, H192 1.090, H193 1.090, H194 1.090
180 H 9.9676 2.1978 4.7442  C171 1.090
181 H 9.6780 1.4463 3.0977  C171 1.090
182 H 9.5413 0.4525 4.5357  C171 1.090
183 H 7.8251 1.1521 6.2459  C173 1.090
184 H 6.4411 1.9059 5.5537  C173 1.090
185 H 7.6085 4.0593 5.3056  C174 1.090
186 H 8.8453 3.4361 6.4125  C174 1.090
187 H 6.0353 3.5983 6.8992  N175 1.010
188 H 8.2886 3.3751 8.7248  C176 1.090
189 H 7.5004 1.8713 8.2524  C176 1.090
190 H 6.0709 4.1508 9.5968  C177 1.090
191 H 6.4528 2.7026 10.4819  C177 1.090
192 H 4.9141 0.7839 10.2794  C179 1.090
193 H 5.8060 0.6369 8.7731  C179 1.090
194 H 3.9865 0.7078 8.7912  C179 1.090
195 C -10.1048 7.8593 -7.9852  O196 1.385, H204 1.090, H205 1.090, H206 1.090
196 O -9.9169 7.0054 -6.9116  C195 1.385, C197 1.383
197 C -8.6055 6.7586 -6.5492  O196 1.383, C198 1.579, H207 1.090, H208 1.090
198 C -8.6261 5.9059 -5.2201  C197 1.579, N199 1.495, H209 1.090, H210 1.090
199 N -9.1446 6.5888 -3.9957  C198 1.495, C200 1.480, H211 1.010
200 C -8.9715 5.8515 -2.7244  N199 1.480, C201 1.566, H212 1.090, H213 1.090
201 C -7.5472 5.2333 -2.5218  C200 1.566, O202 1.416, H214 1.090, H215 1.090
202 O -7.4974 4.6729 -1.2222  C201 1.416, C203 1.455
203 C -6.2310 3.9729 -1.0712  O202 1.455, H216 1.090, H217 1.090, H218 1.090
204 H -11.0560 8.3857 -7.9061  C195 1.090
205 H -9.9526 7.4358 -8.9780  C195 1.090
206 H -9.3993 8.6822 -7.8697  C195 1.090
207 H -8.0957 7.6862 -6.2890  C197 1.090
208 H -8.0711 6.1938 -7.3131  C197 1.090
209 H -7.5758 5.7101 -5.0041  C198 1.090
210 H -9.0568 4.9099 -5.3232  C198 1.090
211 H -10.1237 6.4924 -4.2241  N199 1.010
212 H -9.7758 5.1166 -2.6893  C200 1.090
213 H -9.0918 6.5768 -1.9196  C200 1.090
214 H -6.7987 6.0109 -2.6742  C201 1.090
215 H -7.3206 4.4654 -3.2614  C201 1.090
216 H -5.3290 4.5841 -1.1008  C203 1.090
217 H -6.0184 3.2258 -1.8359  C203 1.090
218 H -6.3124 3.4636 -0.1110  C203 1.090

Highest occupied orbital energy, eV: -8.09
Calculated total energy, eV: -115664.722
SMILES: COCCNCCOC.COCCNCCOC.COCCNCCOC.COCCNCCOC.COCCNCCOC.COCCNCCOC.COCCNCCOC.OCCO.OCCO.OCCO.OCCO.OCCO
LUMO energy, eV: 0.13

Atomic partial charges in e from the Löwdin method, atoms 1 to 4:
1 C -0.239
2 C -0.249
3 O -0.060
4 O -0.063